Record 1
The following is a quantum chemistry calculation of a structure of composition C30H42MnN2O4, from OMol25.

Calculated values
net charge	+2
E	-74266.7942	eV
2S+1	4
max |F|	0.68	eV Å⁻¹
<S²>	3.82

```
79
C30H42MnN2O4 | OMol25 | wB97M-V/def2-TZVPD
Mn 1.826 2.198 -0.292
C -4.407 -0.745 -1.810
C -3.228 -1.351 -2.590
C -3.654 -1.540 -4.048
C -2.867 -2.727 -2.001
C -2.013 -0.447 -2.426
C -1.568 -0.127 -1.182
C -0.428 0.698 -1.061
N 0.212 1.089 0.001
C 0.236 0.464 1.264
C -0.791 -0.018 2.007
C -0.491 -0.737 3.197
C 0.857 -0.936 3.552
C 1.946 -0.458 2.853
C 1.623 0.307 1.674
O 2.504 0.876 0.935
C 3.353 -0.722 3.386
C 3.471 -0.014 4.746
C 4.493 -0.240 2.484
C 3.521 -2.239 3.581
C -1.636 -1.293 4.018
C -1.167 -1.978 5.301
C -2.594 -0.146 4.384
C -2.376 -2.325 3.143
C 0.361 1.070 -2.321
O 1.514 1.477 -2.114
C -0.197 0.814 -3.642
C -1.328 0.078 -3.626
C 0.472 1.351 -4.899
C 1.876 0.746 -5.055
C -0.346 0.988 -6.137
C 0.553 2.881 -4.792
H -5.288 -1.369 -1.960
H -4.646 0.260 -2.158
H -4.218 -0.705 -0.737
H -4.522 -2.197 -4.071
H -2.879 -2.015 -4.651
H -3.948 -0.602 -4.521
H -3.731 -3.386 -2.090
H -2.603 -2.660 -0.944
H -2.036 -3.188 -2.536
H -2.091 -0.479 -0.308
H -1.819 0.152 1.726
H 1.046 -1.493 4.456
H 3.313 1.062 4.654
H 4.474 -0.170 5.144
H 2.760 -0.405 5.474
H 4.512 0.843 2.376
H 4.457 -0.687 1.492
H 5.431 -0.541 2.950
H 2.795 -2.662 4.275
H 4.511 -2.431 3.994
H 3.444 -2.772 2.633
H -0.631 -1.292 5.959
H -0.534 -2.843 5.102
H -2.039 -2.337 5.846
H -2.082 0.642 4.937
H -3.387 -0.538 5.020
H -3.071 0.297 3.510
H -1.727 -3.158 2.872
H -2.769 -1.878 2.227
H -3.223 -2.723 3.702
H -1.783 -0.169 -4.571
H 1.825 -0.338 -5.175
H 2.533 0.972 -4.219
H 2.330 1.156 -5.958
H -0.436 -0.091 -6.270
H 0.164 1.379 -7.017
H -1.345 1.429 -6.121
H 1.148 3.204 -3.939
H -0.441 3.325 -4.708
H 1.020 3.280 -5.693
O 1.620 3.899 -1.351
C 2.884 3.950 -1.404
O 3.503 3.045 -0.766
H 3.415 4.718 -1.968
N 1.436 4.196 2.128
C 1.552 3.437 1.278
H 1.354 4.889 2.853
```

***

Record 2
The following is a quantum chemistry calculation of an isolated molecule of C23H29FN2O2, from OMol25.

Calculated values
E	-34113.1888	eV
2S+1	1
SMILES	COc1ccccc1/C=C/CN1CCN(Cc2ccc(F)cc2)[C@@H](CCO)C1
max |F|	0.59	eV Å⁻¹

```
57
C23H29FN2O2 | OMol25 | wB97M-V/def2-TZVPD
C -4.123 -0.459 -2.937
O -4.014 -0.254 -1.550
C -4.973 -0.767 -0.726
C -6.097 -1.436 -1.196
C -7.033 -1.959 -0.320
C -6.853 -1.830 1.044
C -5.737 -1.169 1.517
C -4.783 -0.614 0.664
C -3.651 0.070 1.272
C -2.796 0.915 0.702
C -1.683 1.588 1.440
N -0.445 1.502 0.684
C 0.008 0.130 0.545
C 1.229 0.089 -0.377
N 2.315 0.950 0.059
C 3.110 0.373 1.129
C 3.908 -0.799 0.620
C 4.551 -0.710 -0.610
C 5.301 -1.764 -1.096
C 5.404 -2.912 -0.331
F 6.137 -3.948 -0.798
C 4.778 -3.031 0.894
C 4.027 -1.966 1.361
C 1.834 2.299 0.323
C 1.508 3.000 -1.004
C 1.717 4.512 -0.912
O 3.035 4.863 -0.563
C 0.612 2.312 1.254
H -3.233 -0.004 -3.369
H -4.141 -1.524 -3.189
H -5.012 0.029 -3.350
H -6.256 -1.557 -2.255
H -7.899 -2.471 -0.713
H -7.575 -2.242 1.733
H -5.593 -1.066 2.583
H -3.542 -0.129 2.334
H -2.864 1.171 -0.342
H -1.923 2.653 1.547
H -1.579 1.161 2.455
H -0.801 -0.460 0.109
H 0.257 -0.310 1.529
H 1.606 -0.933 -0.453
H 0.924 0.418 -1.373
H 2.512 0.055 1.999
H 3.808 1.143 1.475
H 4.445 0.196 -1.185
H 5.803 -1.708 -2.049
H 4.878 -3.941 1.463
H 3.530 -2.048 2.317
H 2.649 2.853 0.803
H 0.475 2.797 -1.283
H 2.167 2.596 -1.776
H 1.088 4.942 -0.129
H 1.440 4.978 -1.869
H 3.637 4.444 -1.189
H 0.251 3.337 1.363
H 0.908 1.950 2.258
```

***

Record 3
The following is a quantum chemistry calculation of a cluster of 2 separate species, C3H12N3 in total, from OMol25.

Calculated values
net charge	+1
E	-7768.7865	eV
2S+1	1
max |F|	1.74	eV Å⁻¹

```
18
C3H12N3 | OMol25 | wB97M-V/def2-TZVPD
C -0.853 0.056 2.258
C 1.164 1.297 1.678
N 0.337 0.357 1.424
H -0.677 -0.943 2.644
H -1.773 0.096 1.651
H -0.958 0.913 2.991
H 1.021 1.931 2.557
H 2.038 1.480 1.031
H 0.559 -0.258 0.423
N -0.430 -0.237 -3.044
C -0.410 -0.050 -1.604
N 0.447 -1.000 -0.774
H 0.509 -0.268 -3.428
H -0.942 -1.082 -3.239
H 0.004 0.954 -1.360
H -1.445 -0.163 -1.237
H 0.077 -1.932 -0.697
H 1.331 -1.152 -1.274
```

***

Record 4
The following is a quantum chemistry calculation of a cluster of 3 separate species, C22H42F7N2O7S3 in total, from OMol25.

Calculated values
net charge	+1
E	-92325.5876	eV
2S+1	1
max |F|	2.59	eV Å⁻¹

```
83
C22H42F7N2O7S3 | OMol25 | wB97M-V/def2-TZVPD
C 4.110 2.355 5.264
C 3.858 1.039 4.469
C 2.779 1.227 3.384
O 3.410 1.077 2.061
C 3.313 2.233 1.357
O 4.008 3.147 1.568
C 2.272 2.357 0.232
S 0.913 3.435 0.783
S -0.620 2.139 1.429
C -0.115 0.405 1.250
C -0.743 -0.568 2.285
C -1.153 -1.900 1.612
C 0.104 -2.623 1.096
O 0.315 -2.238 -0.282
C -0.838 2.618 3.231
F -0.389 3.842 3.324
F -0.149 1.878 4.064
C -2.377 2.648 3.540
F -3.021 1.821 2.729
F -2.794 3.850 3.247
C -2.747 2.317 5.015
F -2.907 1.034 5.150
F -3.911 2.872 5.241
F -1.912 2.813 5.863
O 3.656 -0.099 5.313
C 2.451 -0.110 5.929
O 2.081 0.682 6.706
C 1.528 -1.296 5.593
S 2.235 -2.518 4.445
H 4.921 2.916 4.811
H 3.188 2.935 5.272
H 4.388 2.065 6.272
H 4.785 0.851 3.935
H 2.377 2.241 3.416
H 1.970 0.494 3.417
H 2.746 2.865 -0.608
H 1.909 1.388 -0.111
H 0.966 0.268 1.248
H -0.483 0.104 0.262
H -1.558 -0.143 2.873
H 0.051 -0.823 2.991
H -1.600 -2.512 2.396
H -1.815 -1.700 0.770
H -0.030 -3.704 1.147
H 0.998 -2.338 1.651
H 1.198 -1.859 -0.352
H 0.552 -0.931 5.278
H 1.370 -1.837 6.526
H 2.606 -1.824 3.346
C -0.758 1.877 -5.058
C 0.100 1.898 -3.798
C -0.237 0.772 -2.810
O -1.421 0.981 -2.055
C -2.625 0.630 -2.727
N -0.002 3.224 -3.174
H -1.766 2.252 -4.880
H -0.313 2.510 -5.825
H -0.834 0.865 -5.464
H 1.138 1.751 -4.110
H 0.575 0.719 -2.072
H -0.268 -0.203 -3.311
H -2.486 -0.231 -3.384
H -3.011 1.478 -3.293
H -3.366 0.374 -1.970
H 0.646 3.275 -2.391
H -0.919 3.289 -2.736
C -2.156 -4.874 -4.877
C -2.551 -3.742 -5.820
C -1.353 -3.052 -6.492
O -0.641 -2.157 -5.651
C 0.307 -2.765 -4.794
N -3.390 -2.785 -5.089
H -1.760 -4.505 -3.930
H -3.026 -5.487 -4.641
H -1.406 -5.523 -5.334
H -3.157 -4.181 -6.617
H -1.735 -2.438 -7.312
H -0.670 -3.784 -6.941
H 0.785 -3.634 -5.254
H -0.160 -3.052 -3.848
H 1.078 -2.024 -4.571
H -3.737 -2.085 -5.739
H -2.777 -2.261 -4.468
```